[1]
{"formula": "C36H74FN5O27S7", "method": "ωB97M-V/def2-TZVPD", "species": ["C", "N", "O", "O", "H", "H", "H", "C", "N", "O", "O", "H", "H", "H", "C", "N", "O", "O", "H", "H", "H", "C", "N", "O", "O", "H", "H", "H", "C", "N", "O", "O", "H", "H", "H", "C", "C", "C", "S", "O", "O", "C", "H", "H", "H", "H", "H", "H", "H", "H", "C", "C", "C", "S", "O", "O", "C", "H", "H", "H", "H", "H", "H", "H", "H", "C", "C", "C", "S", "O", "O", "C", "H", "H", "H", "H", "H", "H", "H", "H", "C", "C", "C", "S", "O", "O", "C", "H", "H", "H", "H", "H", "H", "H", "H", "C", "C", "C", "S", "O", "O", "C", "H", "H", "H", "H", "H", "H", "H", "H", "C", "C", "C", "S", "O", "O", "C", "H", "H", "H", "H", "H", "H", "H", "H", "C", "C", "C", "S", "O", "O", "C", "H", "H", "H", "H", "H", "H", "H", "H", "C", "C", "O", "C", "O", "O", "F", "H", "H", "H"], "coordinates": [[-9.5656, -6.3653, 17.7559], [-9.5608, -5.0210, 18.4202], [-9.9591, -4.1389, 17.6945], [-9.1017, -4.9367, 19.5379], [-10.2252, -6.3172, 16.8895], [-9.7922, -7.0196, 18.5977], [-8.5475, -6.5644, 17.4211], [-6.0271, -0.3646, 13.3762], [-7.2546, -0.9894, 12.9211], [-7.8356, -1.6930, 13.7274], [-7.5134, -0.7563, 11.6931], [-5.3885, -0.1528, 12.5186], [-5.5827, -1.1102, 14.0355], [-6.3346, 0.6068, 13.7633], [-8.1043, -6.6238, 14.0475], [-7.7071, -6.0684, 12.6587], [-7.9666, -6.6891, 11.6224], [-6.9883, -5.0618, 12.6913], [-7.2783, -6.3875, 14.7183], [-8.2502, -7.6758, 13.8028], [-9.0518, -6.2518, 14.4372], [-10.5731, -3.2910, 14.6675], [-11.3759, -4.4932, 15.2907], [-10.7936, -5.4672, 15.9007], [-12.5759, -4.4812, 15.2542], [-11.2253, -2.4456, 14.4481], [-9.8701, -3.5914, 13.8906], [-9.8447, -3.0314, 15.4358], [-6.3952, -0.3705, 16.5718], [-5.7171, -0.9918, 17.6947], [-5.9894, -2.1493, 17.9517], [-4.9926, -0.2750, 18.3361], [-5.9535, 0.6197, 16.4598], [-7.4351, -0.1237, 16.7857], [-6.3247, -1.0069, 15.6897], [-7.9381, -4.1556, 16.0994], [-6.9930, -5.1406, 16.7074], [-5.5774, -4.4720, 16.8253], [-5.4503, -3.5383, 15.1403], [-5.0124, -4.5679, 14.1665], [-4.8094, -2.2672, 15.4049], [-7.2116, -3.3638, 14.9675], [-8.2249, -3.3820, 16.8117], [-8.8820, -4.5314, 15.7046], [-7.1201, -5.9736, 16.0160], [-7.3473, -5.4669, 17.6852], [-4.7007, -5.1191, 16.8489], [-5.5768, -3.7388, 17.6318], [-7.4936, -3.5950, 13.9403], [-7.3148, -2.2920, 15.1369], [-7.7114, -2.9313, 10.4457], [-8.9328, -1.9382, 10.4727], [-9.7209, -2.3506, 11.7104], [-9.4287, -4.1055, 12.0170], [-10.6328, -4.8931, 11.7300], [-8.8829, -4.1578, 13.3868], [-8.1577, -4.3700, 10.7956], [-6.9789, -2.6395, 11.1983], [-7.0351, -2.8816, 9.5923], [-9.7189, -2.2745, 9.7968], [-8.8812, -0.8555, 10.5875], [-10.7670, -2.0838, 11.5605], [-9.4359, -1.7991, 12.6064], [-8.7390, -4.7518, 9.9563], [-7.3245, -5.0150, 11.0744], [-1.6869, -1.6973, 14.3409], [-3.0411, -2.1078, 13.7059], [-3.1792, -3.6712, 13.8099], [-1.6018, -4.3244, 14.4813], [-0.9163, -5.3471, 13.6785], [-1.8162, -4.4455, 15.9361], [-0.6260, -2.7610, 14.2330], [-1.7293, -1.6582, 15.4294], [-1.4326, -0.6673, 14.0907], [-3.0233, -1.7022, 12.6944], [-3.9085, -1.7177, 14.2383], [-3.2443, -4.0461, 12.7885], [-4.0209, -4.0058, 14.4165], [-0.1381, -2.8063, 13.2593], [0.2225, -2.6947, 14.9139], [-3.8584, -3.5363, 18.1699], [-2.5834, -2.6556, 17.7389], [-1.7856, -2.4682, 19.1059], [-1.7036, -4.1344, 19.8056], [-2.1186, -4.0731, 21.2238], [-0.5631, -4.8931, 19.2720], [-3.1102, -4.7624, 18.7778], [-4.6254, -3.7620, 17.4290], [-4.5142, -3.1020, 18.9245], [-2.9657, -1.6973, 17.3873], [-1.8278, -3.0333, 17.0500], [-2.4243, -1.9768, 19.8398], [-0.8330, -1.9386, 19.0917], [-3.6623, -5.2688, 19.5696], [-2.7138, -5.4793, 18.0587], [-3.1998, -7.0403, 20.0486], [-4.5381, -6.5717, 20.1056], [-5.1294, -6.3066, 18.7278], [-3.9471, -7.3343, 17.6056], [-3.0620, -6.4131, 16.8588], [-4.8085, -8.2259, 16.8363], [-3.1439, -8.1464, 18.9382], [-2.9351, -7.4387, 21.0281], [-2.4811, -6.2265, 19.9521], [-4.4499, -5.6288, 20.6453], [-5.0563, -7.2796, 20.7524], [-5.2088, -5.2802, 18.3697], [-6.1495, -6.6900, 18.7038], [-2.1206, -8.4831, 18.7726], [-3.8899, -8.8659, 19.2758], [-8.4395, -0.7282, 18.9805], [-9.7508, 0.0495, 19.0636], [-10.6130, -0.2284, 17.7806], [-9.7680, -1.5814, 16.8896], [-8.9424, -1.0206, 15.8254], [-10.5776, -2.7596, 16.5775], [-8.7172, -2.0224, 18.2610], [-8.1386, -1.0902, 19.9636], [-7.7018, -0.0511, 18.5496], [-9.5250, 1.1153, 19.0989], [-10.3823, -0.2541, 19.8985], [-10.8026, 0.6018, 17.1001], [-11.5101, -0.6653, 18.2193], [-7.8112, -2.6024, 18.0854], [-9.3572, -2.6663, 18.8642], [-5.4846, -4.3292, 12.2819], [-4.7975, -2.9926, 12.0269], [-3.4744, -3.2829, 11.1513], [-4.0905, -4.6390, 10.0103], [-3.1851, -5.8140, 10.1356], [-4.2479, -4.0753, 8.7239], [-5.6141, -4.9379, 10.8346], [-6.5129, -4.1636, 12.6033], [-4.8959, -4.9402, 12.9662], [-4.4628, -2.3944, 12.8744], [-5.4404, -2.3938, 11.3818], [-2.7463, -3.8911, 11.6881], [-2.9092, -2.5008, 10.6444], [-5.9223, -5.9825, 10.7904], [-6.4210, -4.3950, 10.3424], [-5.6874, -7.5903, 14.7054], [-5.2342, -9.0078, 14.9598], [-4.0279, -9.1742, 14.2047], [-3.7299, -7.9730, 13.6525], [-2.7594, -7.7727, 12.9212], [-4.5697, -6.9798, 14.0578], [-6.1466, -9.8340, 14.3813], [-5.9829, -6.9993, 15.5723], [-6.5458, -7.5498, 14.0349], [-4.8728, -9.1702, 15.9753]], "max_force_ev_per_a": 16.382, "charge": 0, "lumo_energy_ev": -1.48, "homo_ev": -8.42, "e_above_lowest_kcal_mol": 1078.5}

[2]
{"formula": "C36H74N2O9Si", "method": "ωB97M-V/def2-TZVPD", "species": ["C", "Si", "C", "C", "C", "C", "C", "C", "C", "C", "C", "N", "C", "O", "O", "C", "C", "C", "C", "N", "C", "C", "C", "C", "C", "C", "C", "H", "H", "H", "H", "H", "H", "H", "H", "H", "H", "H", "H", "H", "H", "H", "H", "H", "H", "H", "H", "H", "H", "H", "H", "H", "H", "H", "H", "H", "H", "H", "H", "C", "C", "O", "H", "H", "H", "H", "H", "H", "C", "C", "O", "H", "H", "H", "H", "H", "H", "C", "C", "O", "H", "H", "H", "H", "H", "H", "C", "C", "O", "H", "H", "H", "H", "H", "H", "C", "C", "O", "H", "H", "H", "H", "H", "H", "C", "C", "O", "H", "H", "H", "H", "H", "H", "C", "C", "O", "H", "H", "H", "H", "H", "H"], "coordinates": [[1.2618, 4.4446, 2.4860], [0.9572, 2.8819, 1.3970], [0.3087, 1.4114, 2.4575], [-0.3674, 3.1889, 0.0424], [-0.7983, 4.7379, -0.0547], [-1.7919, 5.0896, 1.1208], [-2.9864, 6.0451, 0.7318], [-3.7302, 5.6780, -0.6071], [-4.4432, 4.2583, -0.5874], [-6.0129, 4.4451, -0.5109], [-6.6742, 3.2314, -1.3071], [-6.7436, 2.0478, -0.4168], [-6.8252, 0.8148, -1.1514], [-7.2338, 0.7501, -2.2823], [-6.3554, -0.3417, -0.5156], [-7.8061, 2.1770, 0.5655], [-9.2126, 2.4685, 0.1888], [-10.1801, 2.6161, 1.2905], [-9.6656, 2.4614, 2.6528], [-8.3917, 2.1614, 3.0316], [-7.5177, 2.0366, 1.9914], [2.6671, 2.4014, 0.6989], [3.3765, 1.2155, 1.2604], [4.6875, 0.8999, 0.7013], [5.2937, 1.7808, -0.4022], [4.6053, 2.9479, -0.9400], [3.2722, 3.2422, -0.3844], [0.3395, 4.5721, 3.1207], [1.4158, 5.3714, 1.8785], [2.1330, 4.1846, 3.1423], [0.3083, 0.4976, 1.7907], [-0.7463, 1.6025, 2.7883], [1.0212, 1.2174, 3.3000], [0.0200, 2.8027, -0.9457], [-1.2871, 2.5749, 0.2864], [0.1601, 5.3173, 0.0281], [-1.2150, 4.8780, -1.0828], [-2.1380, 4.1553, 1.6487], [-1.1826, 5.6482, 1.8932], [-2.6950, 7.1318, 0.7313], [-3.7560, 5.9408, 1.5584], [-3.0584, 5.8309, -1.5021], [-4.5480, 6.4504, -0.7353], [-4.1138, 3.7187, -1.5214], [-4.0548, 3.6940, 0.3031], [-6.3706, 4.4715, 0.5587], [-6.3812, 5.3924, -0.9858], [-6.0375, 3.0273, -2.2048], [-7.6648, 3.5974, -1.6857], [-7.0547, -0.6494, 0.0920], [-9.4783, 2.5644, -0.8872], [-11.2432, 2.8655, 1.0721], [-10.4096, 2.6064, 3.4820], [-6.4512, 1.8015, 2.2588], [2.8957, 0.6021, 2.0549], [5.2860, 0.0274, 1.0657], [6.3026, 1.5263, -0.7953], [5.0199, 3.6024, -1.7438], [2.6634, 4.1139, -0.7224], [7.3014, 3.3623, 4.1088], [6.5618, 2.1027, 3.7022], [7.3127, 1.3872, 2.7233], [7.4728, 4.0021, 3.2404], [6.7355, 3.9242, 4.8547], [8.2831, 3.1175, 4.5243], [5.5923, 2.3516, 3.2680], [6.3964, 1.4505, 4.5658], [8.1642, 1.1632, 3.1167], [-6.7333, -4.5398, -0.6545], [-5.4832, -4.2581, -1.4647], [-5.8351, -3.7118, -2.7302], [-7.3853, -5.2369, -1.1850], [-6.4795, -4.9657, 0.3192], [-7.3072, -3.6221, -0.4982], [-4.9241, -5.1792, -1.6372], [-4.8294, -3.5504, -0.9445], [-6.3212, -2.8932, -2.5700], [-5.2432, -8.6644, -0.8919], [-4.1496, -8.2845, 0.0880], [-4.2512, -9.0778, 1.2661], [-6.2277, -8.5246, -0.4406], [-5.1821, -8.0594, -1.7993], [-5.1656, -9.7197, -1.1674], [-4.2432, -7.2370, 0.3781], [-3.1586, -8.4328, -0.3532], [-4.1591, -10.0013, 1.0043], [4.7029, -2.0090, -2.2344], [3.8217, -0.9634, -2.8220], [2.5628, -0.9430, -2.1552], [4.2360, -2.9940, -2.3118], [5.6699, -2.0383, -2.7398], [4.8702, -1.8172, -1.1704], [3.6436, -1.1720, -3.8786], [4.2792, 0.0274, -2.7343], [2.7305, -0.7513, -1.2235], [2.1494, -3.1558, -7.0017], [2.7843, -4.2941, -6.2267], [3.4393, -3.7985, -5.0627], [2.9052, -2.4239, -7.2942], [1.6501, -3.5251, -7.8999], [1.4165, -2.6294, -6.3843], [3.5302, -4.8033, -6.8384], [2.0296, -5.0259, -5.9216], [2.7752, -3.3563, -4.5190], [6.4009, -1.5893, 6.3705], [6.9133, -0.4154, 7.1831], [5.9412, 0.6244, 7.2226], [6.1639, -1.2749, 5.3516], [7.1428, -2.3895, 6.3287], [5.4798, -1.9873, 6.8048], [7.8204, -0.0076, 6.7347], [7.1428, -0.7225, 8.2085], [5.1442, 0.2632, 7.6280], [7.6819, -5.3167, -3.5493], [7.8528, -3.8108, -3.6062], [7.4323, -3.3169, -4.8730], [8.2630, -5.7975, -4.3390], [8.0058, -5.7111, -2.5834], [6.6360, -5.5928, -3.7083], [8.9006, -3.5401, -3.4680], [7.2650, -3.3214, -2.8244], [6.5017, -3.5525, -4.9840]], "max_force_ev_per_a": 3.454, "charge": 0, "lumo_energy_ev": 0.18, "homo_ev": -8.68, "smiles": "C[Si](C)(CCCCCCCCN(C(=O)O)c1cccnc1)c1ccccc1.CCO.CCO.CCO.CCO.CCO.CCO.CCO"}

[3]
{"formula": "C36H74O27S", "method": "ωB97M-V/def2-TZVPD", "species": ["C", "C", "C", "O", "C", "H", "H", "H", "H", "H", "H", "H", "H", "C", "C", "C", "O", "C", "H", "H", "H", "H", "H", "H", "H", "H", "C", "C", "C", "O", "C", "H", "H", "H", "H", "H", "H", "H", "H", "O", "S", "O", "O", "C", "C", "C", "H", "H", "H", "H", "H", "H", "H", "H", "C", "O", "C", "O", "O", "C", "H", "H", "H", "H", "H", "H", "C", "O", "C", "O", "O", "C", "H", "H", "H", "H", "H", "H", "C", "O", "C", "O", "O", "C", "H", "H", "H", "H", "H", "H", "C", "O", "C", "O", "O", "C", "H", "H", "H", "H", "H", "H", "C", "O", "C", "O", "O", "C", "H", "H", "H", "H", "H", "H", "C", "O", "C", "O", "O", "C", "H", "H", "H", "H", "H", "H", "C", "O", "C", "O", "O", "C", "H", "H", "H", "H", "H", "H"], "coordinates": [[-1.7243, 5.6276, 4.4452], [-2.3608, 5.2537, 3.1157], [-2.8353, 6.5451, 2.5455], [-2.4530, 7.5112, 3.4472], [-2.3532, 6.9741, 4.7757], [-0.6436, 5.7401, 4.3583], [-1.9725, 4.8791, 5.1977], [-3.2060, 4.5716, 3.2086], [-1.8044, 4.7338, 2.3359], [-3.9037, 6.5310, 2.3300], [-2.4838, 6.6857, 1.5233], [-3.3235, 6.9271, 5.2700], [-1.7743, 7.6013, 5.4536], [2.6806, 3.5479, 1.0584], [2.1925, 2.8708, 2.3422], [0.9623, 3.6358, 2.9102], [0.8876, 4.7470, 2.0314], [1.4776, 4.4143, 0.7590], [2.7862, 2.8712, 0.2104], [3.5345, 4.2227, 1.1188], [2.9246, 3.0676, 3.1254], [2.1003, 1.7866, 2.2785], [1.1999, 4.0555, 3.8878], [0.0426, 3.0668, 3.0457], [1.6543, 5.2901, 0.1346], [0.6597, 3.9016, 0.2529], [0.1563, -0.7242, 6.0204], [1.0610, -1.5535, 5.1151], [1.2618, -0.7182, 3.8738], [0.7968, 0.5659, 4.2926], [-0.2363, 0.5314, 5.2722], [0.7046, -0.4981, 6.9350], [-0.6830, -1.3162, 6.3855], [0.6606, -2.5162, 4.7975], [1.9838, -1.7012, 5.6761], [0.6696, -1.1108, 3.0472], [2.3034, -0.4999, 3.6381], [-1.1732, 0.2728, 4.7789], [-0.3477, 1.4126, 5.9040], [3.8484, -6.2547, -4.9544], [2.5262, -5.6689, -5.1755], [1.3192, -6.4172, -4.7610], [2.5139, -4.1678, -4.2980], [3.5331, -3.2710, -4.6966], [3.9170, -2.3676, -3.5080], [2.4145, -5.1552, -6.9459], [3.1436, -2.7004, -5.5397], [4.3766, -3.7677, -5.1761], [4.3900, -1.4536, -3.8670], [4.6574, -2.8338, -2.8579], [2.9683, -2.0144, -3.1040], [1.6266, -4.4023, -6.9676], [2.1525, -6.0484, -7.5130], [3.4217, -4.8874, -7.2651], [-1.9308, -2.8778, 1.2412], [-1.2670, -3.7133, 0.2664], [-1.9178, -4.8965, -0.0555], [-2.9890, -5.2502, 0.3836], [-1.3132, -5.3781, -1.0854], [-1.9573, -6.3273, -1.9285], [-1.1304, -2.3184, 1.7255], [-2.3031, -3.4341, 2.1015], [-2.7420, -2.3129, 0.7818], [-1.8964, -7.2327, -1.3248], [-1.5289, -6.3351, -2.9307], [-3.0112, -6.0566, -1.9940], [5.1492, 0.3336, 1.1929], [4.1328, -0.6028, 1.5829], [3.9034, -1.7267, 0.8662], [4.3960, -2.1245, -0.1910], [2.7966, -2.2398, 1.4495], [2.0719, -3.2188, 0.7785], [5.7963, -0.1402, 0.4548], [5.8737, 0.4711, 1.9956], [4.7503, 1.3016, 0.8896], [1.1799, -3.3913, 1.3808], [2.5888, -4.1724, 0.6712], [1.8832, -2.7398, -0.1823], [2.0101, 0.2156, -5.4092], [1.8564, 1.2523, -4.4611], [2.6531, 2.3219, -4.5596], [3.5783, 2.4666, -5.3963], [2.2883, 3.1984, -3.5512], [3.1110, 4.2795, -3.2417], [1.1797, -0.4892, -5.4528], [2.9398, -0.3510, -5.3571], [1.9940, 0.6656, -6.4018], [4.1124, 3.9560, -2.9576], [2.9438, 4.8220, -2.3111], [3.3116, 4.9836, -4.0492], [-5.1598, 0.1108, 8.4503], [-5.2938, 0.5954, 7.1413], [-4.2440, 0.6376, 6.2743], [-3.0949, 0.3520, 6.5500], [-4.7313, 1.2297, 5.1820], [-3.8402, 1.6147, 4.1846], [-6.0679, -0.3560, 8.8317], [-4.8293, 0.8453, 9.1847], [-4.5596, -0.7849, 8.6103], [-2.9998, 2.1888, 4.5747], [-4.3730, 2.1527, 3.4005], [-3.3288, 0.7476, 3.7665], [-0.0363, -2.9100, -2.9491], [-0.9045, -3.5694, -3.9299], [-0.7591, -3.2927, -5.2605], [0.1359, -2.6454, -5.8024], [-1.7917, -3.9159, -5.8512], [-1.8397, -4.1051, -7.2612], [0.1088, -1.8890, -3.3018], [0.9806, -3.2962, -2.8792], [-0.5260, -2.8481, -1.9772], [-2.9088, -4.0379, -7.4629], [-1.4233, -5.0878, -7.4826], [-1.3194, -3.3570, -7.8593], [-1.0060, 1.7297, -3.7035], [-1.9723, 0.8373, -3.1244], [-2.9237, 1.2030, -2.2697], [-3.1554, 2.3219, -1.8242], [-3.6324, 0.1099, -1.9802], [-4.8988, 0.3283, -1.3401], [-0.6263, 1.2228, -4.5906], [-0.1990, 1.8673, -2.9838], [-1.5348, 2.6435, -3.9746], [-4.8616, 0.7793, -0.3485], [-5.4635, -0.6016, -1.2736], [-5.4746, 1.0420, -1.9293], [-1.9058, 1.2788, 1.2865], [-0.8757, 1.5017, 0.3626], [-0.0573, 0.4411, -0.0268], [-0.2328, -0.6954, 0.3126], [0.8040, 0.9635, -0.8826], [1.9360, 0.2218, -1.3368], [-2.7980, 1.0235, 0.7148], [-2.1787, 2.1383, 1.8988], [-1.6507, 0.5150, 2.0211], [1.7181, -0.7847, -1.6939], [2.5984, 0.0759, -0.4836], [2.4527, 0.7268, -2.1530]], "max_force_ev_per_a": 4.309, "charge": 0, "lumo_energy_ev": 0.36, "homo_ev": -9.28, "smiles": "CCOS(C)(=O)=O.COC(=O)OC.COC(=O)OC.COC(=O)OC.COC(=O)OC.COC(=O)OC.COC(=O)OC.COC(=O)OC.C1CCOC1.C1CCOC1.C1CCOC1"}